A cluster of 11 separate species, C4H20BO18 in total at a distorted geometry. Source: the Open Molecules 2025 dataset; level of theory: ωB97M-V with the def2-TZVPD basis set.

## Properties
gap between HOMO and LUMO: 10.0 eV
total energy: -1543.9210 hartree
total charge: -1

```
43
C4H20BO18 | the Open Molecules 2025 dataset | ωB97M-V with the def2-TZVPD basis set
O -2.7397 0.3259 -0.5326
C -1.5443 -0.0744 -0.5457
O -0.6420 -0.0594 0.4854
B 0.6897 -0.2514 -0.1064
O 0.5239 -0.2660 -1.5753
C -0.7449 -0.2255 -1.9454
O -1.1260 -0.2718 -3.1151
O 1.3661 -1.4248 0.4053
C 2.4523 -1.0661 1.1049
O 3.1998 -1.8445 1.6656
C 2.6176 0.4760 0.9553
O 1.5934 0.8785 0.2827
O 3.5865 1.1605 1.3674
O 0.3648 3.5480 1.1976
H 0.1497 3.1401 0.3588
H 0.9668 2.9328 1.6163
O 6.0482 0.2113 2.1157
H 5.2996 0.6307 1.6916
H 6.7601 0.8450 2.0274
O -0.0813 -3.0320 -4.0045
H -0.9741 -3.3068 -4.2134
H -0.0929 -2.0804 -4.1068
O 5.0625 3.5539 0.9784
H 5.0594 4.1105 0.1998
H 4.4884 2.8220 0.7525
O 0.4803 -2.9476 3.5191
H 1.1550 -2.7003 4.1514
H 0.9684 -3.2441 2.7509
O -0.1887 -3.6120 -0.4747
H 0.4819 -3.9689 -1.0571
H 0.3022 -3.1204 0.1838
O -4.8951 1.1634 -1.6796
H -5.5402 0.9117 -1.0188
H -4.1213 1.4155 -1.1756
O -3.6744 -1.2989 -4.5399
H -2.9162 -1.6007 -4.0397
H -3.2992 -0.8648 -5.3060
O -2.6832 0.7031 2.4675
H -2.1843 0.6134 1.6555
H -2.5967 1.6272 2.7014
O -4.8725 2.0826 1.4252
H -4.4113 2.7817 1.8886
H -4.2884 1.3269 1.4884
```